[1]
Computed, not measured: 9 unconnected molecules or ions with the total composition C38H79NO8 in a non-equilibrium geometry, with ωB97M-V with the def2-TZVPD basis set.

CARTESIAN COORDINATES (ANGSTROEM)
C -0.970 6.355 -0.515
C 0.540 5.963 -0.874
C 0.605 4.476 -0.378
O -0.750 4.059 -0.036
C -1.485 5.245 0.362
H -1.636 6.555 -1.354
H -1.092 7.290 0.033
H 1.349 6.641 -0.603
H 0.548 5.838 -1.956
H 1.276 4.433 0.480
H 0.930 3.801 -1.170
H -1.498 5.390 1.442
H -2.504 5.039 0.033
C -2.164 -3.056 1.077
C -1.375 -4.012 1.945
C -1.749 -3.421 3.348
O -3.105 -3.008 3.228
C -3.259 -2.389 1.933
H -2.585 -3.346 0.114
H -1.354 -2.388 0.785
H -0.295 -4.001 1.794
H -1.750 -5.031 1.854
H -1.228 -2.507 3.631
H -1.609 -4.086 4.200
H -3.094 -1.312 1.947
H -4.234 -2.639 1.515
C -2.381 -3.022 -4.387
C -2.034 -4.391 -4.578
C -3.324 -4.941 -5.180
O -4.305 -4.357 -4.376
C -3.967 -3.025 -4.090
H -2.216 -2.604 -5.380
H -1.743 -2.494 -3.679
H -1.787 -4.876 -3.633
H -1.191 -4.506 -5.259
H -3.397 -6.028 -5.192
H -3.452 -4.774 -6.250
H -3.989 -2.668 -3.060
H -4.524 -2.246 -4.611
C -2.984 -0.234 7.320
C -2.367 -0.499 8.654
C -1.080 0.284 8.698
O -0.878 0.430 7.260
C -1.771 -0.266 6.404
H -3.508 0.721 7.371
H -3.663 -1.063 7.122
H -2.092 -1.537 8.842
H -2.963 -0.234 9.527
H -0.214 -0.190 9.162
H -1.201 1.306 9.057
H -1.472 -1.269 6.099
H -1.885 0.208 5.429
C -0.908 1.694 -3.609
C -1.005 2.489 -4.912
C -2.459 2.382 -5.235
O -2.789 1.110 -4.742
C -2.159 0.836 -3.527
H -0.647 2.308 -2.747
H -0.129 0.936 -3.692
H -0.413 1.930 -5.638
H -0.755 3.531 -4.715
H -2.730 2.704 -6.240
H -3.098 3.033 -4.637
H -2.071 -0.250 -3.504
H -2.731 1.127 -2.646
C 2.195 -5.147 -2.347
C 1.359 -5.402 -1.063
C -0.036 -6.025 -1.488
O 0.179 -6.301 -2.873
C 1.202 -5.562 -3.374
H 3.046 -5.820 -2.240
H 2.533 -4.111 -2.372
H 1.113 -4.448 -0.596
H 1.831 -5.881 -0.205
H -0.766 -5.231 -1.324
H -0.341 -6.957 -1.014
H 0.714 -4.649 -3.716
H 1.618 -6.028 -4.268
C 4.195 1.111 -3.856
C 5.252 1.409 -2.789
C 6.467 1.483 -3.713
O 6.257 0.490 -4.782
C 4.867 0.013 -4.648
H 3.896 2.000 -4.411
H 3.215 0.871 -3.443
H 5.350 0.534 -2.148
H 5.135 2.290 -2.158
H 7.305 1.154 -3.099
H 6.508 2.477 -4.158
H 4.725 -0.948 -4.154
H 4.395 -0.034 -5.630
C 0.243 4.854 4.232
C 0.626 3.857 5.340
C 2.150 3.643 5.167
O 2.591 4.624 4.214
C 1.548 5.570 3.912
H -0.501 5.503 4.695
H -0.165 4.382 3.337
H -0.105 3.077 5.126
H 0.443 4.361 6.289
H 2.394 2.719 4.644
H 2.549 3.815 6.167
H 1.597 5.928 2.884
H 1.767 6.444 4.526
C 2.921 0.684 0.667
C 1.970 -0.544 0.809
N 0.612 -0.428 0.297
C 0.486 -0.254 -1.133
C 0.653 -1.653 -1.820
C -0.069 0.810 0.952
C -0.151 0.593 2.427
H 2.636 1.603 1.181
H 3.219 0.905 -0.357
H 3.817 0.329 1.175
H 2.404 -1.356 0.225
H 1.832 -0.975 1.801
H -0.564 -0.039 -1.332
H 0.900 0.670 -1.538
H 0.200 -1.520 -2.803
H 1.678 -2.017 -1.757
H -0.046 -2.410 -1.465
H -1.098 0.820 0.591
H 0.505 1.691 0.667
H -0.693 1.371 2.964
H 0.858 0.557 2.839
H -0.647 -0.343 2.683

The gap between HOMO and LUMO (spin up / spin down) is 9.132 / 4.161 eV. The total charge is +1. The spin multiplicity is 2. As for the expectation value of S²: 0.75.

---

[2]
Computed, not measured: a molecular structure, C15H19FeN2O4 in a non-equilibrium geometry, with ωB97M-V with the def2-TZVPD basis set.

CARTESIAN COORDINATES (ANGSTROEM)
C 2.357 0.558 -3.269
O 1.460 -0.594 -3.383
C 0.720 -0.854 -2.229
C 1.271 -0.563 -0.948
C 0.200 -0.228 0.110
C -1.288 -0.135 -0.299
C -1.605 -0.780 -1.499
C -0.621 -1.293 -2.357
Fe 3.160 -2.134 -1.403
C 2.912 -2.422 0.311
O 2.780 -2.784 1.414
C 4.857 -2.316 -1.494
O 5.998 -2.536 -1.622
C 2.901 -3.795 -1.791
O 3.031 -4.929 -2.039
H 3.280 0.315 -2.668
H 2.650 0.782 -4.297
H 1.851 1.427 -2.807
H 2.168 0.117 -0.918
H 0.254 -1.014 0.897
H 0.544 0.742 0.526
H -2.077 -0.080 0.442
H -2.648 -0.973 -1.790
H -0.965 -1.888 -3.207
C -2.586 0.044 2.999
C -1.180 0.587 3.256
C -1.129 1.893 2.463
N -2.052 1.603 1.318
N -2.430 2.637 0.527
C -1.568 3.394 -0.042
C -3.254 0.936 1.946
H -2.533 -0.992 2.649
H -3.196 0.077 3.907
H -1.002 0.786 4.317
H -0.399 -0.083 2.864
H -1.596 2.723 3.033
H -0.121 2.201 2.152
H -1.936 3.984 -0.898
H -0.502 3.450 0.271
H -3.823 0.407 1.168
H -3.884 1.732 2.390

The gap between HOMO and LUMO (spin up / spin down) is 6.309 / 3.440 eV. The total charge is +1. The spin multiplicity is 5. As for the expectation value of S²: 6.10.

---

[3]
Computed, not measured: a molecular structure, C23H25BF6IrN5O8S4 in a non-equilibrium geometry, with ωB97M-V with the def2-TZVPD basis set.

CARTESIAN COORDINATES (ANGSTROEM)
Ir -0.670 -0.899 0.307
F -4.317 -3.175 -1.603
C -3.487 -4.187 -1.418
F -4.168 -5.260 -1.060
F -2.818 -4.429 -2.537
S -2.302 -3.746 -0.073
O -1.558 -2.584 -0.658
O -3.043 -3.413 1.104
N -1.522 -5.070 -0.033
S -0.080 -5.264 0.571
O 0.389 -4.076 1.244
O 0.062 -6.529 1.199
C 0.930 -5.381 -0.970
F 1.035 -4.176 -1.546
F 0.388 -6.220 -1.835
F 2.159 -5.803 -0.660
B 0.666 1.091 2.915
N -0.308 -0.106 3.097
C -0.794 -0.457 4.273
C -1.309 -1.757 4.218
C -1.108 -2.157 2.932
N -0.472 -1.161 2.232
N 0.586 1.610 1.450
C 1.172 2.729 1.019
C 1.200 2.727 -0.367
C 0.591 1.540 -0.730
N 0.209 0.888 0.384
H 0.317 1.962 3.659
H 1.793 0.711 3.124
H -0.723 0.228 5.102
H -1.770 -2.313 5.014
H -1.383 -3.067 2.437
H 1.547 3.444 1.733
H 1.592 3.485 -1.021
H 0.367 1.142 -1.704
C -4.203 6.035 -1.292
C -3.881 4.577 -1.150
C -4.627 3.610 -1.816
C -4.347 2.262 -1.666
C -3.296 1.886 -0.841
C -2.528 2.831 -0.164
C -2.831 4.167 -0.322
S -2.932 0.194 -0.703
O -2.477 -0.049 0.738
O -4.042 -0.570 -1.129
O -1.596 -0.098 -1.384
H -4.911 6.210 -2.100
H -3.302 6.616 -1.488
H -4.644 6.417 -0.369
H -5.445 3.914 -2.457
H -4.935 1.508 -2.171
H -1.727 2.522 0.493
H -2.253 4.913 0.210
C 5.685 2.739 -2.000
C 4.853 1.674 -1.347
C 4.252 0.667 -2.108
C 3.488 -0.318 -1.514
C 3.314 -0.285 -0.134
C 3.880 0.713 0.647
C 4.658 1.680 0.032
S 2.331 -1.490 0.685
C 3.209 -2.992 0.340
O 1.058 -1.666 -0.234
H 5.870 2.514 -3.048
H 6.646 2.843 -1.495
H 5.183 3.706 -1.945
H 4.397 0.654 -3.181
H 3.022 -1.091 -2.113
H 3.715 0.729 1.717
H 5.118 2.455 0.633
H 3.361 -3.095 -0.732
H 2.606 -3.800 0.744
H 4.160 -2.912 0.866

The gap between HOMO and LUMO (spin up / spin down) is 8.801 / 6.015 eV. The total charge is +1. The spin multiplicity is 2. As for the expectation value of S²: 0.76.